# 1
This record from OMol25 describes a structure of composition C6H3HgN5O5. The level of theory is ωB97M-V/def2-TZVPD.

```
20
Properties=species:S:1:pos:R:3
O -0.16 -0.09 -4.56
C -0.16 -0.09 -3.41
Hg -0.16 -0.09 -1.50
O 1.73 -2.50 -1.50
C 1.02 -1.59 -1.50
C -1.34 1.42 -1.50
O -2.05 2.32 -1.50
C -1.66 -1.27 -1.50
O -2.57 -1.97 -1.50
C 1.35 1.09 -1.50
O 2.25 1.80 -1.50
N 1.29 0.59 3.66
N 0.49 0.23 2.58
N -0.72 -0.27 2.70
C -1.12 -0.46 1.42
N -0.15 -0.07 0.57
N 0.85 0.35 1.32
H 2.23 0.98 3.50
H 0.95 0.47 4.62
H -2.09 -0.86 1.14
```

Values from the calculation:
E_LUMO: -8.726 eV
gap between HOMO and LUMO: 0.2951 hartree
charge: +2

These are the Löwdin partial charges, in e, on atoms 1 to 6: number 1, O, carries 0.304; number 2, C, carries -0.122; number 3, Hg, carries 0.937; number 4, O, carries 0.285; number 5, C, carries -0.131; number 6, C, carries -0.132



# 2
This record from OMol25 describes a structure of composition C25H19Cl2IPd. The level of theory is ωB97M-V/def2-TZVPD.

```
48
Properties=species:S:1:pos:R:3
Pd -0.89 1.39 -0.61
I -2.85 -0.30 -1.61
C -1.29 -1.32 -2.56
C -1.50 -2.54 -3.11
C -0.43 -3.17 -3.79
C 0.77 -2.55 -3.91
C 1.00 -1.26 -3.35
C 2.22 -0.56 -3.51
C 2.39 0.69 -3.01
C 1.37 1.30 -2.24
C 0.23 0.61 -2.06
C -0.06 -0.65 -2.62
H -2.47 -3.02 -3.06
H -0.58 -4.15 -4.22
H 1.59 -3.03 -4.44
H 3.02 -1.04 -4.06
H 3.31 1.23 -3.18
H 1.51 2.29 -1.82
Cl -1.96 3.65 -0.97
C -2.95 3.77 -2.49
Cl -4.52 4.43 -2.15
H -3.05 2.77 -2.89
H -2.41 4.43 -3.16
C -0.73 -2.66 5.41
C -1.72 -3.04 4.52
C -1.93 -2.30 3.37
C -1.14 -1.18 3.10
C -0.12 -0.82 3.99
C 0.07 -1.55 5.14
C -1.45 -0.42 1.89
C -0.72 0.53 1.35
C 0.54 1.13 1.27
C 0.67 2.55 1.25
C 1.91 3.13 1.02
C 3.02 2.32 0.84
C 2.92 0.92 0.87
C 1.70 0.32 1.06
H -0.57 -3.23 6.31
H -2.33 -3.91 4.72
H -2.70 -2.59 2.66
H 0.50 0.04 3.79
H 0.83 -1.26 5.85
H -2.39 -0.67 1.42
H -0.19 3.16 1.49
H 2.01 4.21 1.02
H 3.99 2.78 0.68
H 3.80 0.31 0.75
H 1.60 -0.75 1.06
```

Values from the calculation:
E_LUMO: -8.589 eV
gap between HOMO and LUMO: 0.2122 hartree
relative energy (zero: lowest compared OMol25 entry of this formula, charge and spin): 30.43 kcal per mole
charge: +2

These are the Löwdin partial charges, in e, on atoms 1 to 6: number 1, Pd, carries 0.569; number 2, I, carries 1.256; number 3, C, carries -0.591; number 4, C, carries -0.101; number 5, C, carries -0.025; number 6, C, carries 0.011



# 3
This record from OMol25 describes a cluster of 13 separate species, C18H62N16O13 in total. The level of theory is ωB97M-V/def2-TZVPD.

```
109
Properties=species:S:1:pos:R:3
C 16.56 12.87 14.99
C 16.44 12.76 13.47
O 15.30 13.63 13.15
H 17.25 12.15 15.34
H 15.65 12.51 15.45
H 16.88 13.87 15.41
H 16.24 11.73 13.08
H 17.26 13.08 12.83
H 15.20 13.51 12.21
C 8.23 12.08 16.86
C 8.08 11.47 15.45
O 8.84 12.14 14.40
H 7.89 13.15 16.99
H 9.26 11.84 17.13
H 7.58 11.46 17.51
H 7.02 11.51 15.07
H 8.36 10.41 15.46
H 9.69 12.42 14.86
C 7.44 14.63 10.65
C 8.07 13.31 11.05
O 7.32 12.44 11.93
H 7.24 15.18 11.64
H 6.58 14.44 9.97
H 8.14 15.26 10.08
H 9.07 13.47 11.42
H 8.26 12.69 10.17
H 7.63 12.45 12.86
C 13.09 9.40 17.89
C 14.34 10.19 17.40
O 14.93 9.58 16.23
H 13.39 8.65 18.65
H 12.49 9.00 17.05
H 12.55 10.13 18.46
H 15.07 10.37 18.21
H 14.02 11.17 17.17
H 14.69 10.12 15.47
C 9.46 8.08 14.17
C 8.78 6.96 13.40
O 9.13 5.67 13.83
H 10.54 7.99 14.22
H 9.08 8.13 15.16
H 9.29 9.05 13.69
H 9.05 6.93 12.33
H 7.73 7.14 13.41
H 9.92 5.37 13.42
C 14.28 17.55 13.24
O 15.03 17.66 12.30
N 13.62 18.61 13.77
N 14.27 16.42 13.96
H 12.99 18.58 14.50
H 14.02 19.47 13.46
H 13.49 16.18 14.47
H 14.66 15.58 13.56
C 11.99 6.52 11.69
O 11.54 5.76 12.59
N 12.04 6.09 10.32
N 12.47 7.77 11.83
H 11.92 6.86 9.70
H 11.53 5.35 9.97
H 12.57 8.27 10.98
H 12.51 8.22 12.71
C 15.42 14.74 9.54
O 14.69 14.09 10.30
N 15.99 15.91 9.86
N 15.78 14.23 8.36
H 16.83 16.24 9.41
H 15.73 16.41 10.74
H 16.36 14.74 7.70
H 15.35 13.31 8.15
C 11.04 14.13 16.90
O 11.06 13.01 16.44
N 10.77 14.26 18.27
N 11.49 15.25 16.19
H 10.53 15.14 18.69
H 10.71 13.42 18.80
H 11.21 15.27 15.18
H 11.34 16.12 16.69
C 13.76 11.37 8.24
O 14.69 11.89 7.61
N 13.38 11.70 9.52
N 12.99 10.39 7.59
H 13.89 12.40 10.00
H 12.60 11.18 9.82
H 13.52 9.77 7.00
H 12.22 9.88 8.10
C 11.60 15.58 12.57
O 10.87 15.92 13.49
N 11.87 16.46 11.55
N 12.22 14.37 12.50
H 12.90 16.43 11.30
H 11.64 17.41 11.86
H 12.12 13.76 13.31
H 12.88 14.18 11.78
C 12.71 11.03 13.72
O 13.20 10.72 12.62
N 13.44 11.81 14.55
N 11.51 10.50 14.21
H 13.01 12.45 15.23
H 14.24 12.29 14.07
H 10.96 10.08 13.50
H 11.13 10.83 15.06
C 10.04 9.92 10.06
O 10.96 9.27 9.51
N 8.84 10.04 9.49
N 10.31 10.61 11.22
H 7.97 10.28 9.86
H 8.69 9.49 8.63
H 11.13 10.39 11.67
H 9.59 11.10 11.77
```

Values from the calculation:
E_LUMO: 0.026 eV
gap between HOMO and LUMO: 0.3462 hartree
relative energy (zero: lowest compared OMol25 entry of this formula, charge and spin): 7.37 kcal per mole
charge: 0

These are the Löwdin partial charges, in e, on atoms 1 to 6: number 1, C, carries -0.067; number 2, C, carries -0.237; number 3, O, carries -0.154; number 4, H, carries 0.062; number 5, H, carries 0.039; number 6, H, carries 0.104



# 4
This record from OMol25 describes a structure of composition C4H5NO2. The level of theory is ωB97M-V/def2-TZVPD.

```
12
Properties=species:S:1:pos:R:3
O -1.72 0.60 0.53
C -1.52 -0.71 -0.11
C -0.07 -0.05 -0.15
N 0.26 0.77 -1.15
O 1.65 0.91 -1.07
C 2.07 0.28 0.03
C 1.04 -0.23 0.74
H -1.79 1.24 -0.18
H -2.05 -1.43 0.58
H -2.07 -0.82 -1.07
H 3.15 0.19 0.15
H 1.04 -0.75 1.68
```

Values from the calculation:
E_LUMO: 0.949 eV
gap between HOMO and LUMO: 0.3588 hartree
relative energy (zero: lowest compared OMol25 entry of this formula, charge and spin): 102.97 kcal per mole
charge: 0

These are the Löwdin partial charges, in e, on atoms 1 to 6: number 1, O, carries -0.094; number 2, C, carries -0.056; number 3, C, carries -0.316; number 4, N, carries 0.081; number 5, O, carries -0.051; number 6, C, carries -0.126



# 5
This record from OMol25 describes a structure of composition C31H42N2O2RbS5. The level of theory is ωB97M-V/def2-TZVPD.

```
83
Properties=species:S:1:pos:R:3
Rb -0.04 -0.09 0.69
C -1.96 3.67 0.54
C -2.89 3.23 -0.60
S -2.84 1.46 -0.96
C -2.59 1.45 -2.75
C -1.36 2.16 -3.31
S 0.21 1.62 -2.60
C 0.98 3.19 -2.15
C 0.23 4.09 -1.17
S -0.20 3.30 0.39
H -2.26 3.19 1.47
H -2.10 4.74 0.69
H -2.66 3.78 -1.51
H -3.91 3.51 -0.33
H -3.47 1.86 -3.25
H -2.57 0.39 -3.02
H -1.45 3.23 -3.16
H -1.34 2.01 -4.39
H 1.21 3.76 -3.05
H 1.95 2.90 -1.73
H -0.67 4.49 -1.64
H 0.87 4.96 -0.97
O 1.87 -1.58 0.98
S 2.79 -2.75 0.69
C 3.83 -2.89 2.14
C 3.17 -3.28 3.46
C 1.93 -2.50 3.89
C 2.21 -1.04 4.21
S 0.76 0.04 4.51
O 0.30 0.51 3.15
C -0.41 -1.19 5.02
C -0.41 -1.62 6.34
C -1.29 -2.63 6.72
C -2.15 -3.19 5.79
C -2.16 -2.73 4.48
C -1.29 -1.73 4.08
C 1.81 -4.23 0.83
C 2.44 -5.46 0.72
C 1.68 -6.62 0.79
C 0.30 -6.53 0.95
C -0.32 -5.29 1.02
C 0.43 -4.13 0.96
H 4.30 -1.90 2.18
H 4.63 -3.60 1.89
H 3.94 -3.22 4.24
H 2.90 -4.34 3.41
H 1.52 -2.99 4.77
H 1.16 -2.56 3.12
H 2.68 -0.51 3.38
H 2.84 -0.93 5.09
H 0.26 -1.18 7.06
H -1.30 -2.98 7.74
H -2.83 -3.97 6.09
H -2.84 -3.16 3.75
H -1.29 -1.34 3.07
H 3.51 -5.53 0.57
H 2.16 -7.58 0.70
H -0.29 -7.44 1.00
H -1.40 -5.23 1.12
H -0.06 -3.17 0.94
N 0.75 -2.07 -2.04
C 1.20 -3.35 -2.41
C 2.54 -3.56 -2.72
C 3.01 -4.84 -2.96
C 2.15 -5.93 -2.89
C 0.81 -5.72 -2.59
C 0.34 -4.44 -2.35
H 1.33 -1.30 -2.35
H -0.21 -1.88 -2.28
H 3.22 -2.72 -2.76
H 4.05 -4.99 -3.21
H 2.52 -6.93 -3.08
H 0.13 -6.55 -2.54
H -0.70 -4.28 -2.09
C -5.47 -3.33 -0.14
C -4.86 -2.56 1.03
C -3.48 -2.13 0.75
N -2.43 -1.75 0.51
H -6.47 -3.66 0.12
H -4.87 -4.21 -0.39
H -5.53 -2.70 -1.02
H -4.84 -3.16 1.95
H -5.43 -1.66 1.26
```

Values from the calculation:
E_LUMO: -1.746 eV
gap between HOMO and LUMO: 0.3049 hartree
relative energy (zero: lowest compared OMol25 entry of this formula, charge and spin): 17.33 kcal per mole
charge: +1

These are the Löwdin partial charges, in e, on atoms 1 to 6: number 1, Rb, carries 0.807; number 2, C, carries -0.530; number 3, C, carries -0.520; number 4, S, carries 0.817; number 5, C, carries -0.538; number 6, C, carries -0.520



# 6
This record from OMol25 describes a cluster of 2 separate species, CHCl2NO2 in total. The level of theory is ωB97M-V/def2-TZVPD.

```
7
Properties=species:S:1:pos:R:3
C 1.22 -0.19 0.13
N -1.54 0.08 -0.33
O -1.84 1.21 -0.32
O -2.12 -0.95 -0.05
Cl 1.48 0.53 1.59
Cl 1.53 0.61 -1.31
H 1.26 -1.29 0.29
```

Values from the calculation:
E_LUMO (alpha / beta): -0.504 / -1.596 eV
gap between HOMO and LUMO (alpha / beta): 0.3634 / 0.2500 hartree
relative energy (zero: lowest compared OMol25 entry of this formula, charge and spin): 95.94 kcal per mole
charge: 0

These are the Löwdin partial charges, in e, on atoms 1 to 6: number 1, C, carries -1.214; number 2, N, carries -0.234; number 3, O, carries 0.103; number 4, O, carries 0.074; number 5, Cl, carries 0.621; number 6, Cl, carries 0.614



no.,largest force on an atom (hartree/bohr)
1,0.29961
2,0.01604
3,0.07020
4,0.07308
5,0.02956
6,0.04563